# 1
A structure of composition C27H40BN6Re. Source: the OMol25 dataset; level of theory: ωB97M-V/def2-TZVPD.

The HOMO energy (alpha / beta) comes out at -17.9 / -18.0 eV. The gap between HOMO and LUMO (alpha / beta) comes out at 0.2276 / 0.2433 Ha. Its total energy is -40370.1975 eV. The energy relative to the best compared isomer or geometry (same formula, charge and spin) comes out at 0.478 eV.

Geometry as ORCA input:
```
! RIJCOSX wB97M-V def2-TZVPD def2/J DEFGRID3
* xyz 3 2
Re -0.064 0.278 -0.968
C 2.179 -0.231 -3.630
C 2.574 -0.658 -2.259
C 3.712 -1.255 -1.801
C 3.549 -1.429 -0.402
C 4.513 -2.013 0.557
N 2.354 -0.962 -0.041
N 1.722 -0.486 -1.189
B 1.634 -0.802 1.401
N 0.315 -1.578 1.269
N -0.287 -1.421 0.047
C -0.769 -2.629 -0.342
C -1.199 -2.919 -1.737
C -0.608 -3.519 0.704
C 0.106 -2.841 1.693
C 0.638 -3.363 2.975
N 1.385 0.699 1.554
N 0.938 1.321 0.417
C 1.531 2.543 0.343
C 1.523 3.380 -0.887
C 2.259 2.743 1.501
C 2.174 1.558 2.233
C 2.840 1.210 3.511
H 3.001 -0.390 -4.323
H 1.928 0.834 -3.659
H 1.327 -0.808 -3.998
H 4.580 -1.537 -2.380
H 5.428 -2.298 0.044
H 4.089 -2.901 1.033
H 4.759 -1.295 1.343
H 2.323 -1.229 2.260
H -1.051 -2.064 -2.399
H -2.235 -3.246 -1.806
H -0.581 -3.731 -2.123
H -0.906 -4.559 0.723
H -0.037 -4.119 3.374
H 0.763 -2.573 3.712
H 1.606 -3.845 2.812
H 0.817 3.014 -1.637
H 2.520 3.350 -1.331
H 1.295 4.423 -0.677
H 2.828 3.623 1.763
H 2.902 2.093 4.145
H 3.864 0.874 3.323
H 2.307 0.426 4.046
C -3.961 -1.497 -0.598
C -3.056 -0.323 -0.466
C -2.463 0.294 -1.584
C -2.734 -0.204 -2.991
C -1.928 1.632 -1.447
C -1.812 2.522 -2.677
C -1.752 2.159 -0.166
C -1.442 3.611 0.023
C -2.049 1.345 0.992
C -1.632 1.815 2.350
C -2.791 0.179 0.842
C -3.294 -0.585 2.030
H -3.541 -2.381 -0.104
H -4.224 -1.738 -1.622
H -4.886 -1.278 -0.062
H -3.622 0.292 -3.392
H -2.910 -1.269 -3.033
H -1.911 0.016 -3.674
H -2.354 3.451 -2.493
H -2.259 2.065 -3.552
H -0.791 2.802 -2.948
H -1.007 4.074 -0.852
H -0.825 3.825 0.890
H -2.406 4.109 0.194
H -2.452 2.355 2.840
H -0.778 2.486 2.309
H -1.369 0.974 2.988
H -2.742 -1.526 2.144
H -4.345 -0.849 1.914
H -3.208 -0.025 2.953
*
```

Here are the Mulliken charges for atoms 1 to 2, given in e: number 1, Re, carries -0.0495; number 2, C, carries -1.4002

***

# 2
The molecule C3H4OS2. Source: the OMol25 dataset; level of theory: ωB97M-V/def2-TZVPD.

The HOMO energy (alpha / beta) comes out at -5.1 / -9.7 eV. The gap between HOMO and LUMO (alpha / beta) comes out at 0.2124 / 0.2745 Ha. Its total energy is -26887.9938 eV. The energy relative to the best compared isomer or geometry (same formula, charge and spin) comes out at 2.063 eV.

Geometry as ORCA input:
```
! RIJCOSX wB97M-V def2-TZVPD def2/J DEFGRID3
* xyz 0 3
C -0.605 0.361 1.812
C -0.064 0.791 -0.547
C -0.355 -0.476 -0.649
O 0.083 -0.619 1.646
S -0.900 1.632 0.661
S 0.571 -1.778 -1.348
H -0.858 0.616 2.815
H 0.790 1.375 -0.948
H -1.294 -0.644 -0.323
H 1.594 -0.924 -1.508
*
```

Here are the natural (NBO) charges for atoms 1 to 2, given in e: number 1, C, carries 0.1412; number 2, C, carries -0.3779

***

# 3
The molecule C2H2O3. Source: the OMol25 dataset; level of theory: ωB97M-V/def2-TZVPD.

The HOMO energy comes out at -9.0 eV. The gap between HOMO and LUMO comes out at 0.3523 Ha. Its total energy is -8243.2701 eV. The energy relative to the best compared isomer or geometry (same formula, charge and spin) comes out at 5.327 eV.

Geometry as ORCA input:
```
! RIJCOSX wB97M-V def2-TZVPD def2/J DEFGRID3
* xyz 0 1
O -1.496 0.203 -0.675
C -0.229 0.102 -0.262
C 0.527 0.416 0.765
O 1.623 -0.188 0.153
O 0.802 -0.553 -0.951
H -1.661 -0.652 -1.028
H 0.433 0.671 1.998
*
```

Here are the natural (NBO) charges for atoms 1 to 2, given in e: number 1, O, carries -0.6389; number 2, C, carries 0.4425

***

# 4
The molecule C5H6O. Source: the OMol25 dataset; level of theory: ωB97M-V/def2-TZVPD.

The HOMO energy (alpha / beta) comes out at -8.7 / -9.2 eV. The gap between HOMO and LUMO (alpha / beta) comes out at 0.2823 / 0.2768 Ha. Its total energy is -7324.9106 eV. The energy relative to the best compared isomer or geometry (same formula, charge and spin) comes out at 4.374 eV.

Geometry as ORCA input:
```
! RIJCOSX wB97M-V def2-TZVPD def2/J DEFGRID3
* xyz 0 1
C -0.173 0.283 -1.516
C 0.117 0.178 -0.055
C 1.150 1.049 0.540
O 1.749 1.915 -0.059
C -0.465 -0.694 0.819
C -1.639 -1.327 1.154
H -0.095 -0.698 -1.994
H -1.184 0.664 -1.701
H 0.554 0.956 -1.978
H 0.241 -0.872 1.648
H 1.287 0.913 1.638
H -1.543 -2.367 1.503
*
```

Here are the natural (NBO) charges for atoms 1 to 2, given in e: number 1, C, carries -0.6624; number 2, C, carries -0.0429

***

Copy entry 1 word for word.
A structure of composition C27H40BN6Re. Source: the OMol25 dataset; level of theory: ωB97M-V/def2-TZVPD.

The HOMO energy (alpha / beta) comes out at -17.9 / -18.0 eV. The gap between HOMO and LUMO (alpha / beta) comes out at 0.2276 / 0.2433 Ha. Its total energy is -40370.1975 eV. The energy relative to the best compared isomer or geometry (same formula, charge and spin) comes out at 0.478 eV.

Geometry as ORCA input:
```
! RIJCOSX wB97M-V def2-TZVPD def2/J DEFGRID3
* xyz 3 2
Re -0.064 0.278 -0.968
C 2.179 -0.231 -3.630
C 2.574 -0.658 -2.259
C 3.712 -1.255 -1.801
C 3.549 -1.429 -0.402
C 4.513 -2.013 0.557
N 2.354 -0.962 -0.041
N 1.722 -0.486 -1.189
B 1.634 -0.802 1.401
N 0.315 -1.578 1.269
N -0.287 -1.421 0.047
C -0.769 -2.629 -0.342
C -1.199 -2.919 -1.737
C -0.608 -3.519 0.704
C 0.106 -2.841 1.693
C 0.638 -3.363 2.975
N 1.385 0.699 1.554
N 0.938 1.321 0.417
C 1.531 2.543 0.343
C 1.523 3.380 -0.887
C 2.259 2.743 1.501
C 2.174 1.558 2.233
C 2.840 1.210 3.511
H 3.001 -0.390 -4.323
H 1.928 0.834 -3.659
H 1.327 -0.808 -3.998
H 4.580 -1.537 -2.380
H 5.428 -2.298 0.044
H 4.089 -2.901 1.033
H 4.759 -1.295 1.343
H 2.323 -1.229 2.260
H -1.051 -2.064 -2.399
H -2.235 -3.246 -1.806
H -0.581 -3.731 -2.123
H -0.906 -4.559 0.723
H -0.037 -4.119 3.374
H 0.763 -2.573 3.712
H 1.606 -3.845 2.812
H 0.817 3.014 -1.637
H 2.520 3.350 -1.331
H 1.295 4.423 -0.677
H 2.828 3.623 1.763
H 2.902 2.093 4.145
H 3.864 0.874 3.323
H 2.307 0.426 4.046
C -3.961 -1.497 -0.598
C -3.056 -0.323 -0.466
C -2.463 0.294 -1.584
C -2.734 -0.204 -2.991
C -1.928 1.632 -1.447
C -1.812 2.522 -2.677
C -1.752 2.159 -0.166
C -1.442 3.611 0.023
C -2.049 1.345 0.992
C -1.632 1.815 2.350
C -2.791 0.179 0.842
C -3.294 -0.585 2.030
H -3.541 -2.381 -0.104
H -4.224 -1.738 -1.622
H -4.886 -1.278 -0.062
H -3.622 0.292 -3.392
H -2.910 -1.269 -3.033
H -1.911 0.016 -3.674
H -2.354 3.451 -2.493
H -2.259 2.065 -3.552
H -0.791 2.802 -2.948
H -1.007 4.074 -0.852
H -0.825 3.825 0.890
H -2.406 4.109 0.194
H -2.452 2.355 2.840
H -0.778 2.486 2.309
H -1.369 0.974 2.988
H -2.742 -1.526 2.144
H -4.345 -0.849 1.914
H -3.208 -0.025 2.953
*
```

Here are the Mulliken charges for atoms 1 to 2, given in e: number 1, Re, carries -0.0495; number 2, C, carries -1.4002